i) {"formula": "C6H16NO", "method": "ωB97M-V with the def2-TZVPD basis set", "homo_energy_ev": -12.7, "e_lumo_ev": -3.00, "charge": 1, "species": ["C", "C", "C", "C", "C", "C", "N", "H", "H", "H", "H", "H", "H", "H", "H", "H", "H", "H", "H", "H", "H", "H", "H", "O"], "coordinates": [[1.04196, -0.59414, 2.59679], [0.09784, 0.02565, 1.51237], [0.82978, 1.33335, 0.83618], [0.32751, 1.63890, -0.52747], [0.90527, 0.94534, -1.62106], [0.46664, 0.89944, -2.98858], [-0.49415, -1.09783, 0.56683], [1.92163, -1.10019, 2.23312], [1.41505, 0.05040, 3.34306], [0.50805, -1.36491, 3.20161], [-0.88561, 0.27677, 2.15872], [1.92368, 1.23856, 0.92030], [0.66576, 2.15000, 1.59368], [-0.41116, 2.38902, -0.50825], [1.86967, 0.37332, -1.52218], [0.95110, 1.55131, -3.65437], [-0.58566, 1.09397, -3.13381], [0.76336, -0.03643, -3.46310], [-0.12366, -2.04703, 0.63116], [-0.20877, -0.80094, -0.40236], [-1.61814, -1.05503, 0.50150], [-3.46554, -2.53625, -0.36207], [-3.15897, -1.39715, -1.27666], [-2.73562, -1.93612, -0.63540]]}

---

ii) {"formula": "C6H16NO", "method": "ωB97M-V with the def2-TZVPD basis set", "homo_energy_ev": -12.2, "e_lumo_ev": -6.93, "charge": 1, "species": ["C", "O", "C", "C", "C", "C", "C", "N", "H", "H", "H", "H", "H", "H", "H", "H", "H", "H", "H", "H", "H", "H", "H", "H"], "coordinates": [[1.29305, 0.91696, 0.99527], [-0.04781, 1.31963, 0.92458], [1.51415, -0.46234, 0.56008], [0.90512, -1.07816, -0.56187], [0.40948, -0.12234, -1.66719], [-0.31249, -2.00686, -0.09263], [-0.84133, -2.84292, -1.22701], [-1.76955, 4.00014, 1.74907], [1.74159, 1.11353, 1.97848], [1.87904, 1.54344, 0.31196], [-0.60624, 0.62400, 1.28848], [2.31255, -1.00368, 1.08701], [1.54388, -1.84362, -1.00956], [0.93707, 0.82729, -1.68300], [0.62887, -0.56460, -2.63003], [-0.65041, 0.08759, -1.61996], [0.03292, -2.65985, 0.70500], [-1.09412, -1.42771, 0.38999], [-0.12194, -3.55535, -1.63347], [-1.24038, -2.24061, -2.04378], [-1.69294, -3.46230, -0.93039], [-1.37854, 4.33155, 2.61847], [-2.41359, 4.69172, 1.39784], [-1.02838, 3.81449, 1.09264]]}

---

Which structure is most stable? i), by 125.6 kJ/mol over the runner-up.

---

i) {"formula": "C5H12N2", "method": "ωB97M-V with the def2-TZVPD basis set", "homo_energy_ev": -20.2, "e_lumo_ev": -8.75, "charge": 2, "species": ["C", "C", "C", "C", "C", "N", "N", "H", "H", "H", "H", "H", "H", "H", "H", "H", "H", "H", "H"], "coordinates": [[-1.60248, -0.87957, -1.75597], [0.98878, 0.08779, 1.89855], [-1.88347, -0.65027, -3.29284], [2.30144, -0.60534, 2.15300], [-0.48373, 1.20281, -1.02523], [0.60928, 1.00341, 2.68852], [-1.00147, 0.10758, -1.20808], [-1.93222, -1.75516, -1.10560], [-2.88394, -0.27919, -3.52004], [-1.12758, 0.09902, -3.56820], [-1.72808, -1.48687, -3.91148], [3.14767, 0.04737, 2.46797], [2.46720, -1.31311, 3.02903], [2.59737, -1.17322, 1.29830], [0.19992, -0.41502, 1.23236], [-1.07027, 2.00446, -0.57607], [0.56153, 1.45407, -1.13109], [1.16825, 1.16375, 3.51447], [-0.32822, 1.38747, 2.81238]]}

---

ii) {"formula": "C5H12N2", "method": "ωB97M-V with the def2-TZVPD basis set", "homo_energy_ev": -18.7, "smiles": "C=[NH+]C(=C)CC[NH3+]", "e_lumo_ev": -8.24, "charge": 2, "species": ["C", "N", "C", "C", "C", "C", "N", "H", "H", "H", "H", "H", "H", "H", "H", "H", "H", "H", "H"], "coordinates": [[2.42623, 0.40636, -1.82768], [1.51910, 0.90453, -1.08117], [0.96316, 0.26980, 0.13684], [1.75825, 0.09571, 1.16911], [-0.53678, 0.28833, 0.01341], [-1.32951, -0.91069, 0.59781], [-2.79760, -0.63543, 0.42800], [2.94771, -0.48995, -1.53589], [2.77299, 0.96082, -2.70758], [1.26623, 1.86887, -1.29769], [1.65123, -0.10477, 2.23186], [2.83097, 0.31386, 1.09136], [-0.91837, 0.34537, -1.01288], [-0.92738, 1.14139, 0.60176], [-1.11118, -1.10805, 1.65086], [-0.97929, -1.92645, 0.35085], [-3.06332, 0.13546, 1.06408], [-3.47101, -1.38918, 0.58652], [-3.00142, -0.16600, -0.45956]]}

---

iii) {"formula": "C5H12N2", "method": "ωB97M-V with the def2-TZVPD basis set", "homo_energy_ev": -21.1, "smiles": "C=[N+](C)/C(C)=[NH+]\\C", "e_lumo_ev": -9.61, "charge": 2, "species": ["C", "N", "C", "C", "C", "N", "C", "H", "H", "H", "H", "H", "H", "H", "H", "H", "H", "H", "H"], "coordinates": [[-1.09333, 1.27876, 0.93839], [-0.88046, 0.28587, 0.19060], [-1.80490, 0.10623, -0.87317], [0.53521, -0.72201, 0.26365], [-0.00503, -2.05416, 0.39255], [1.61644, -0.10809, 0.01981], [1.84513, 1.33997, -0.17169], [-2.17407, 1.78487, 1.01748], [-0.52230, 1.61701, 1.79653], [-1.26425, -0.60228, -1.70264], [-2.21747, 0.95588, -1.38058], [-2.61800, -0.59002, -0.70267], [-0.40465, -2.13119, 1.32391], [0.69446, -2.99651, 0.23586], [-0.80818, -2.29448, -0.24712], [2.34816, -0.82229, 0.02796], [2.51038, 1.36871, -0.91450], [2.36915, 1.68187, 0.67150], [0.88770, 1.66044, -0.55582]]}

---

Which structure is most stable? ii), by 85.5 kJ/mol over the runner-up.